Entry 1:
Formula: C4H6S
Source: OMol25
Level of theory: the ωB97M-V functional and the def2-TZVPD basis

- calculated total energy (a.u.) = -553.9016
- HOMO-LUMO gap (Ha) = 0.29987
- energy relative to the best compared isomer or geometry (same formula, charge and spin) (kcal/mol) = 169.77
- multiplicity = 1

Geometry as XYZ:
```
11
Properties=species:S:1:pos:R:3:forces:R:3
C -0.247535 1.762573 -0.863393 0.657 -4.899 4.467
C -0.230676 0.290748 -0.899723 0.569 2.334 -2.049
C -0.161770 -0.944413 0.151781 -4.588 -0.409 -3.650
C 0.589226 -0.743465 1.351889 -1.152 1.444 2.133
H -0.119218 2.460192 0.378697 -0.523 -2.565 -4.190
H -0.303229 2.367476 -1.736937 -0.015 0.187 -0.461
H -0.166611 -0.663524 -2.441087 -0.316 2.820 3.310
H -1.280239 -0.899353 0.637749 2.145 -0.583 -1.619
H -0.086006 -2.020875 -0.615557 0.251 3.432 3.104
H 0.143936 -0.136617 2.198890 -0.050 0.012 -1.605
S 1.862122 -1.472743 1.837692 3.022 -1.774 0.560
```
Forces are in eV/Å.

Entry 2:
Formula: C13H16AgF6N2O5S2Si
Source: OMol25
Level of theory: the ωB97M-V functional and the def2-TZVPD basis

- calculated total energy (a.u.) = -2822.7313
- HOMO-LUMO gap (Ha) = 0.31328
- total charge = -1
- multiplicity = 1

Geometry as XYZ:
```
46
Properties=species:S:1:pos:R:3:forces:R:3
Ag 0.605970 0.114887 0.780870 -2.288 0.513 0.243
O 0.106170 -1.270713 3.418670 0.164 0.059 -0.094
C -0.617030 -2.459013 3.406970 -0.096 -0.251 0.361
C -1.041830 -2.955113 2.041770 -0.152 -0.045 -0.057
C -1.836630 -4.096313 1.929570 0.067 0.054 -0.093
C -2.150830 -4.572213 0.669870 0.075 0.162 0.037
C -1.669930 -3.889413 -0.440430 0.025 0.029 0.057
C -0.913630 -2.748213 -0.230030 -0.122 -0.208 -0.200
N -0.613330 -2.293613 0.978170 0.317 0.151 0.298
H 0.890670 -1.395713 2.863070 -0.011 0.092 0.128
H -1.510930 -2.280513 4.015770 0.072 -0.137 -0.050
H -0.038930 -3.272013 3.887270 -0.219 0.107 -0.050
H -2.188030 -4.598813 2.819270 -0.016 -0.055 0.090
H -2.759130 -5.459113 0.553070 -0.011 -0.035 -0.007
H -1.870030 -4.236313 -1.442030 -0.035 0.008 -0.092
H -0.513130 -2.167513 -1.049130 -0.014 0.001 -0.179
F 4.722970 0.998787 0.903870 -0.093 -0.175 -0.071
C 3.399670 0.871287 0.772970 0.525 1.027 0.465
F 2.975370 1.728087 -0.141530 -0.052 -0.317 -0.208
F 2.882170 1.269887 1.948570 -0.151 -0.244 0.113
S 2.924070 -0.920413 0.453670 1.740 -0.256 0.228
O 2.092570 -0.953813 -0.709530 -0.669 0.075 -0.565
O 2.335070 -1.333413 1.695270 0.072 -0.309 0.731
N 4.295270 -1.655413 0.237570 -0.316 -0.094 0.362
S 4.824870 -1.328613 -1.212830 0.565 -0.162 -1.297
O 4.542970 0.020387 -1.600930 0.052 0.163 -0.382
O 6.145470 -1.826613 -1.418130 0.077 -0.320 0.295
C 3.748170 -2.409813 -2.350130 0.079 -0.542 -0.414
F 3.020670 -3.309913 -1.677530 0.066 0.101 0.172
F 4.549170 -3.117413 -3.165430 0.241 0.108 0.070
F 2.933170 -1.720313 -3.139930 0.049 0.284 0.140
C -2.642230 3.678987 -2.760430 0.155 -0.007 0.702
Si -2.460730 3.840087 -0.859930 -0.128 0.061 0.011
C -4.250030 3.961287 -0.171530 0.708 -0.088 -0.176
C -1.562330 5.488887 -0.487830 -0.319 -0.625 -0.120
C -1.521130 2.435587 -0.117830 -0.810 0.912 -0.492
C -0.851230 1.530887 0.353970 0.360 0.015 0.012
H -3.145130 4.544087 -3.186530 -0.096 0.188 0.024
H -3.218830 2.797287 -3.023230 -0.102 -0.194 0.013
H -1.671830 3.588887 -3.236930 0.230 -0.026 -0.066
H -4.774430 4.832187 -0.560130 0.014 0.153 -0.116
H -4.245230 4.030087 0.912170 0.038 0.001 0.203
H -4.825330 3.080287 -0.442730 -0.046 -0.184 -0.052
H -2.076130 6.354887 -0.896130 -0.196 0.088 -0.129
H -0.561230 5.469987 -0.904330 0.238 -0.057 -0.098
H -1.465230 5.633587 0.582770 0.012 -0.022 0.252
```
Forces are in eV/Å.

Entry 3:
Formula: C10H16NO
Source: OMol25
Level of theory: the ωB97M-V functional and the def2-TZVPD basis

- calculated total energy (a.u.) = -520.2513
- HOMO-LUMO gap (Ha) = 0.32659
- energy relative to the best compared isomer or geometry (same formula, charge and spin) (kcal/mol) = 46.08
- total charge = +1
- multiplicity = 1

Geometry as XYZ:
```
28
Properties=species:S:1:pos:R:3:forces:R:3
C -3.083846 -1.449537 -0.161110 -0.693 -1.521 -0.664
C -1.862431 -0.598369 -0.319509 -1.534 -0.499 3.916
C -4.083321 -0.676816 0.176226 -0.145 -0.849 -0.432
C -2.474936 0.781564 0.039906 0.909 -2.211 -1.014
C -0.792652 -1.153887 0.639560 0.742 -0.129 -0.183
C 0.390117 -0.261975 0.813865 -1.204 -1.199 -0.625
C 2.618537 0.601823 0.724174 1.755 -2.108 0.857
C 2.031905 -1.234326 -0.898804 3.068 -1.826 -0.925
C -1.860189 1.932632 -0.061534 -1.585 1.650 -0.284
C 1.539344 -0.357956 0.144180 2.754 2.295 2.365
N -0.450088 2.058494 -0.384895 -1.756 -3.745 0.571
O -3.795644 0.637500 0.282663 0.419 1.762 0.513
H -3.254691 -2.540748 -0.333629 0.699 1.202 0.144
H -1.547335 -0.584561 -1.286540 1.268 0.017 -2.834
H -5.095008 -0.926088 0.262078 -1.270 -0.181 0.430
H -1.123724 -1.362951 1.660177 -0.685 -0.045 -0.359
H -0.420455 -2.087270 0.221206 -0.286 -0.245 -0.029
H 0.322401 0.379842 1.661158 0.321 0.542 0.648
H 3.064309 1.324864 0.033673 0.105 -0.514 -0.168
H 3.452487 -0.114737 1.200214 -1.386 1.504 -1.548
H 2.362872 1.142040 1.627706 -0.808 0.179 -0.042
H 1.336743 -1.854277 -1.339944 -2.085 -1.298 -0.712
H 2.887182 -2.084074 -0.608993 -1.945 2.712 -0.152
H 2.439854 -0.687827 -1.778127 0.144 -0.010 0.827
H -2.492588 2.802586 0.127135 0.715 0.203 -0.196
H -0.146466 2.337094 -1.291748 -0.265 -0.082 -1.251
H -0.081376 0.899019 0.040661 0.921 2.169 -1.075
H -0.170603 2.742427 0.215678 1.827 2.227 2.221
```
Forces are in eV/Å.

Entry 4:
Formula: C8H10AlN2S
Source: OMol25
Level of theory: the ωB97M-V functional and the def2-TZVPD basis

- calculated total energy (a.u.) = -1061.0154
- HOMO-LUMO gap (Ha) = 0.24303
- energy relative to the best compared isomer or geometry (same formula, charge and spin) (kcal/mol) = 0.00
- total charge = -1
- multiplicity = 1

Geometry as XYZ:
```
22
Properties=species:S:1:pos:R:3:forces:R:3
C 1.866907 -0.428220 -0.653412 0.666 -0.969 -1.597
C 1.089418 -0.283701 -1.866184 1.375 -1.194 0.926
C 0.343055 -1.497856 -2.015474 0.599 -0.383 0.169
C 0.776876 -2.420121 -0.994607 -0.692 0.746 -0.178
C 1.663511 -1.751858 -0.127459 0.137 0.775 -0.832
Al -0.372231 -0.157009 -0.152175 1.163 2.850 1.399
N 0.301932 1.009709 1.277106 2.617 -2.524 -0.068
C -0.575510 2.064141 1.023079 -2.281 -0.285 -0.900
C -0.896125 1.846993 -0.497785 -0.134 -0.611 0.272
H -0.241201 -1.745781 -2.900731 -0.018 0.042 0.413
H 1.313301 0.427931 -2.666205 -0.703 0.107 0.695
H 0.469010 -3.457651 -0.930935 -0.211 0.224 0.217
H 2.179967 -2.173168 0.734740 -0.366 0.203 -0.195
H 2.690683 0.230681 -0.379140 -0.759 0.017 0.282
H -0.160335 2.395420 -1.115267 -0.356 -0.356 -0.005
H -0.273755 3.079487 1.284250 0.231 0.232 0.078
H 0.639896 0.827087 2.228869 -0.515 0.333 -0.460
H -1.926092 2.060592 -0.807262 0.179 0.380 0.107
H -1.489144 1.780741 1.550596 -0.784 1.146 0.271
S -1.855534 -1.387480 1.207640 -0.101 -0.997 -0.613
C -2.467690 -0.454083 2.452013 -1.990 1.477 2.461
N -3.076938 0.034147 3.348341 1.942 -1.216 -2.439
```
Forces are in eV/Å.

Entry 5:
Formula: C30H91N5O15
Source: OMol25
Level of theory: the ωB97M-V functional and the def2-TZVPD basis

- calculated total energy (a.u.) = -2599.6990
- HOMO-LUMO gap (Ha) = 0.34330
- energy relative to the best compared isomer or geometry (same formula, charge and spin) (kcal/mol) = 0.00
- multiplicity = 1

Geometry as XYZ:
```
141
Properties=species:S:1:pos:R:3:forces:R:3
C 3.364068 1.824044 3.033508 2.181 -0.953 -0.484
C 2.058341 2.480798 3.162876 0.410 2.699 -0.966
O 1.992835 3.627680 2.214157 -0.103 -0.981 1.361
O 3.463995 1.167570 1.733273 -0.092 0.659 0.695
H 3.509555 1.036369 3.797490 -0.193 0.357 -0.280
H 4.235805 2.537306 3.133513 -0.990 -0.514 0.032
H 1.888399 2.928525 4.121484 0.055 0.087 0.608
H 1.280887 1.807125 2.960071 -1.180 -0.973 -0.360
H 2.184647 3.261693 1.347385 -0.282 -0.110 -0.770
H 3.943898 1.774411 1.144093 0.056 -0.259 -0.110
C 4.197395 3.393756 -1.406179 1.441 0.974 0.151
C 2.885227 2.676233 -1.473027 -0.602 1.003 1.589
O 1.821739 3.317432 -0.663620 0.322 -0.705 -0.774
O 4.910825 3.094563 -0.185166 -0.313 -0.419 0.401
H 4.201256 4.501826 -1.450392 -0.780 -0.521 -0.312
H 4.853742 3.089570 -2.275955 -0.705 -0.043 1.016
H 3.030153 1.689442 -1.102051 0.288 -0.982 0.587
H 2.492319 2.539573 -2.423649 -0.438 0.190 -2.066
H 0.991069 2.871793 -0.960853 0.657 0.615 0.333
H 4.690595 3.723689 0.540423 0.169 0.107 -0.852
C 2.489693 6.959006 -2.128494 0.345 1.846 0.073
O 1.857240 5.776405 -2.497584 0.032 -0.324 -0.109
H 2.403637 7.705557 -2.939071 0.001 -0.495 0.104
H 1.951410 7.430073 -1.273292 0.655 -0.261 -0.217
H 3.588546 6.863031 -1.926986 -0.823 -0.117 0.119
H 1.787734 5.294310 -1.672382 -0.220 -0.792 0.084
C -5.096555 -3.209659 -0.092771 1.086 0.136 -0.185
O -4.535476 -2.137718 0.708785 -0.017 -1.151 -0.256
H -4.515705 -3.363452 -1.042775 -0.673 0.444 1.004
H -5.049201 -4.193332 0.441643 -0.405 0.913 -0.225
H -6.096830 -2.867796 -0.318591 -0.345 -0.468 -0.142
H -3.916566 -2.602623 1.299374 0.216 -0.093 0.095
C 4.649966 5.927042 2.880169 -0.222 -0.176 0.173
O 4.199464 5.203973 1.714871 1.364 0.969 0.127
H 3.924200 6.739317 3.090642 0.253 -0.551 0.239
H 4.708431 5.169206 3.704154 0.095 1.046 -0.272
H 5.620823 6.446698 2.752301 -0.426 -0.760 -0.318
H 3.404289 4.792218 2.039320 -1.108 -0.642 -0.032
C -3.541772 2.866880 -2.497035 0.478 -0.067 0.673
O -2.259072 3.145070 -3.058885 0.343 0.265 -0.150
H -3.979039 3.723359 -1.923209 0.280 -0.428 -0.748
H -4.165583 2.557517 -3.341709 -0.064 0.214 0.362
H -3.429825 2.041547 -1.779491 -0.409 0.141 -0.230
H -1.575254 3.249724 -2.372974 -0.742 -0.057 0.021
C -3.664682 0.356579 2.952828 -2.478 -0.152 0.824
O -3.062803 -0.821821 2.573086 1.345 -0.426 -0.930
H -2.990717 0.902141 3.512157 1.359 1.334 1.500
H -4.016198 1.024608 2.154006 0.003 -0.466 -0.135
H -4.508882 0.010351 3.585034 0.019 1.073 -0.147
H -3.430193 -0.931406 1.706558 -0.128 -0.977 -1.000
C 0.616274 1.400937 -4.766849 0.039 0.709 -0.020
O 0.409988 1.547409 -3.361201 -0.021 0.201 0.287
H 0.917492 2.353017 -5.260183 -0.211 -0.358 0.442
H 1.470028 0.710543 -4.898778 -0.804 0.060 -0.042
H -0.343280 1.098171 -5.211521 0.600 -0.396 -0.260
H -0.469261 1.929535 -3.199713 0.253 -0.189 -0.367
C -1.936327 -0.085715 -0.973667 -0.985 -0.446 -1.330
C -0.576605 0.019165 -0.366253 -0.209 1.217 0.749
C -0.564333 1.396879 0.359843 -1.761 0.252 -0.790
O -1.148975 2.440591 -0.524152 1.035 -0.107 0.932
C -1.605942 3.603682 0.179510 0.290 0.497 -0.347
N -0.356099 -1.075696 0.577186 0.564 -0.155 0.733
H -2.188345 -1.022859 -1.511345 0.485 0.272 0.536
H -2.067862 0.712543 -1.707435 0.108 -0.209 0.054
H -2.709458 0.080291 -0.225128 -0.138 -0.107 0.204
H 0.180407 0.122028 -1.146081 0.189 -0.738 0.016
H 0.432299 1.666257 0.662600 0.377 0.292 0.359
H -1.284782 1.351245 1.184738 0.415 -0.189 0.364
H -0.875346 4.040588 0.874421 0.431 -0.096 -0.539
H -2.449325 3.422751 0.840531 -0.532 -0.502 -0.223
H -1.894037 4.349213 -0.603020 0.246 -0.512 0.783
H 0.509101 -0.974590 1.133654 -0.494 0.080 -0.636
H -1.108277 -1.119265 1.284343 0.342 0.411 -0.574
C 1.021168 -2.730208 -2.390082 -0.464 -1.909 1.542
C 1.930620 -1.700752 -3.047850 -0.325 -0.671 -0.156
C 3.342752 -1.617281 -2.416822 -1.510 -0.769 0.127
O 4.150378 -0.707882 -3.102639 -0.642 0.249 -0.210
C 5.295347 -0.439826 -2.350534 0.633 1.033 -1.316
N 1.934837 -2.063925 -4.446918 0.769 0.376 -1.556
H 1.058071 -2.751239 -1.281395 0.104 0.440 -0.443
H 1.266341 -3.789375 -2.654802 0.459 0.831 -0.140
H -0.073971 -2.752715 -2.604010 0.776 0.930 -0.274
H 1.493297 -0.728708 -2.943945 -0.335 0.891 0.446
H 3.837558 -2.590154 -2.435489 -0.080 -0.326 0.113
H 3.149659 -1.334645 -1.352950 0.438 0.066 -0.465
H 5.015788 0.030686 -1.441191 -0.133 0.074 1.385
H 5.858292 0.342499 -2.884548 0.026 -0.488 -0.045
H 5.907710 -1.326188 -2.226820 0.190 -0.192 0.271
H 0.999542 -2.294333 -4.785564 0.335 0.161 0.245
H 2.304796 -1.305844 -5.045077 -0.246 -0.705 0.530
C 0.704554 -0.937744 3.952232 1.654 -0.342 -1.098
C -0.018646 -1.134678 5.245835 1.655 -1.288 2.783
C -0.459510 0.148967 5.915537 -1.185 0.840 -1.235
O 0.498232 1.166274 5.809679 0.601 0.422 -0.595
C 0.005292 2.429594 6.220023 0.075 -1.129 1.175
N -1.191895 -1.962294 5.182335 -1.183 -1.068 -0.851
H 1.804566 -0.603688 3.994117 -1.668 -0.426 0.302
H 0.150573 -0.130443 3.472077 0.062 -0.153 -0.731
H 0.696102 -1.905419 3.353735 -0.178 1.265 0.537
H 0.636972 -1.610378 6.066258 -0.442 0.391 -1.411
H -0.739881 -0.098260 6.931204 -0.046 0.227 0.501
H -1.373996 0.545202 5.393914 0.256 -0.521 0.301
H 0.800057 3.162401 6.213582 0.054 0.061 -0.123
H -0.364324 2.255117 7.209138 0.228 0.382 1.387
H -0.915691 2.782716 5.798075 -0.318 0.118 -1.540
H -1.814807 -1.553405 4.467340 0.158 -0.560 0.442
H -1.057314 -2.991727 4.978254 0.141 1.861 0.150
C -3.013856 -0.906396 -6.006832 0.887 0.000 -1.075
C -2.428877 -2.293595 -5.752861 0.736 1.184 0.910
C -2.517053 -2.448369 -4.245155 1.523 -1.321 -0.385
O -2.365427 -3.821196 -3.884621 0.705 0.819 -1.363
C -2.684046 -4.051282 -2.581848 0.948 -0.731 2.307
N -3.154422 -3.157703 -6.609051 -0.593 -1.561 -0.623
H -2.869933 -0.691243 -7.042411 0.171 0.259 -0.884
H -2.674663 -0.027082 -5.482497 0.320 -0.075 0.723
H -4.065899 -1.011660 -5.912069 -1.129 0.107 0.419
H -1.355799 -2.406104 -5.993861 -0.393 0.337 -0.233
H -3.411710 -2.020949 -3.879187 -1.413 0.188 0.608
H -1.684889 -1.865316 -3.823620 -0.097 0.011 0.149
H -3.749686 -4.066739 -2.484883 -0.779 0.317 0.365
H -2.185086 -3.349427 -1.817744 -0.781 -0.585 -1.066
H -2.359850 -5.068780 -2.271424 0.020 0.474 -0.452
H -4.152116 -3.179631 -6.407138 0.266 -0.021 0.023
H -2.806213 -4.119477 -6.642204 -0.170 0.538 0.268
C -2.131155 -5.687458 0.836923 1.283 -0.771 0.166
C -1.787449 -4.957096 2.139827 -0.904 0.271 -1.111
C -0.376686 -5.165173 2.514542 2.336 2.383 0.543
O -0.273697 -4.684184 3.869489 -0.244 -0.011 -0.231
C 0.970256 -4.683286 4.528377 1.074 1.817 -0.675
N -2.215473 -3.533742 2.035728 1.215 0.547 1.349
H -3.165819 -5.784825 0.665233 -1.439 -0.175 0.238
H -1.678400 -6.706757 0.764418 -0.322 0.710 0.301
H -1.797533 -5.164332 -0.037589 0.612 0.575 -0.373
H -2.271754 -5.470307 2.963093 -0.816 0.273 0.155
H 0.419246 -4.608313 1.882152 -1.294 -0.910 0.591
H -0.200270 -6.199527 2.547114 0.635 -1.584 -0.307
H 1.817679 -5.142630 3.979465 -0.627 0.121 -0.066
H 0.867033 -5.201514 5.453767 -0.066 -0.343 0.813
H 1.272562 -3.587945 4.733954 -0.326 -1.623 -0.174
H -1.550745 -3.079554 1.380773 -0.514 -0.399 0.147
H -1.975905 -3.027682 2.948883 -0.620 -1.090 -1.539
```
Forces are in eV/Å.